C42H85InN4O10 | wB97M-V/def2-TZVPD

Each line ends with the Löwdin spin population.
CARTESIAN COORDINATES (ANGSTROEM)
In (-7.67359, 15.51099, 12.32828)  -0.020
C (-7.27775, 13.17860, 3.44343)  -0.002
C (-6.68278, 13.69005, 4.79726)  0.003
O (-7.38074, 14.05262, 5.80028)  0.109
O (-5.43731, 13.77564, 4.93176)  -0.148
H (-8.25806, 12.85579, 3.79397)  -0.002
H (-6.83533, 12.29712, 2.97935)  0.001
H (-7.38324, 14.04628, 2.79221)  0.000
C (-9.77405, 15.96428, 7.73006)  0.020
C (-8.87998, 15.86104, 8.95439)  0.014
O (-7.93529, 14.99820, 9.05560)  0.620
O (-9.20973, 16.52174, 10.03171)  0.162
H (-9.33104, 15.51587, 6.84081)  0.002
H (-9.94018, 17.01749, 7.50370)  0.004
H (-10.65093, 15.32227, 7.81388)  0.000
C (-3.82696, 18.03311, 10.27209)  0.020
C (-5.14488, 17.39778, 10.57657)  0.022
O (-5.52067, 16.44973, 9.98480)  0.408
O (-5.96223, 17.97353, 11.36251)  0.547
H (-3.02240, 17.36221, 10.57319)  0.001
H (-3.79841, 18.90229, 10.92922)  0.011
H (-3.83191, 18.48144, 9.27858)  0.000
C (-12.44734, 19.14070, 14.85318)  0.000
C (-12.72743, 19.73086, 13.45473)  0.000
C (-11.33244, 19.84299, 12.82107)  0.000
C (-11.44871, 19.85396, 11.31971)  0.000
C (-12.24412, 18.69155, 10.78013)  0.000
C (-13.68304, 18.64433, 11.36812)  0.000
N (-13.57934, 18.68171, 12.81248)  0.000
O (-14.77341, 18.48175, 13.47083)  0.000
C (-14.63532, 19.74766, 10.65387)  0.000
C (-14.33483, 17.28445, 10.90779)  0.000
C (-13.52969, 21.11328, 13.49611)  0.000
H (-13.35411, 18.86438, 15.39125)  0.000
H (-12.03408, 19.93965, 15.46881)  0.000
H (-11.81108, 18.25729, 14.79967)  0.000
H (-10.78309, 20.75785, 13.04319)  0.000
H (-10.77144, 18.93419, 13.03889)  0.000
H (-10.43719, 19.79716, 10.91757)  0.000
H (-11.89803, 20.78383, 10.97107)  0.000
H (-11.75225, 17.73125, 10.93502)  0.001
H (-12.25435, 18.81038, 9.69667)  0.000
H (-15.58216, 19.71832, 11.19307)  0.000
H (-14.31054, 20.78129, 10.77310)  0.000
H (-14.81418, 19.62566, 9.58559)  0.000
H (-14.88475, 17.21664, 9.96912)  0.000
H (-13.71881, 16.41944, 11.15353)  0.000
H (-15.30040, 17.24895, 11.41228)  0.000
H (-13.62518, 21.46606, 12.46921)  0.000
H (-12.92037, 21.88275, 13.97020)  0.000
H (-14.53596, 20.91032, 13.86261)  0.000
H (-14.50282, 17.66903, 13.90426)  0.000
C (-11.62414, 11.37171, 9.95426)  0.000
C (-11.32804, 12.10324, 11.28660)  0.000
C (-12.36288, 11.61089, 12.34530)  0.000
C (-12.12615, 10.24026, 13.02541)  0.000
C (-10.74573, 10.44733, 13.77701)  0.000
C (-9.60514, 10.76235, 12.77421)  0.000
N (-9.98517, 11.88527, 11.80652)  0.000
O (-8.92816, 12.45984, 10.99941)  -0.001
C (-8.24431, 11.18415, 13.55282)  0.000
C (-9.25463, 9.49832, 11.99075)  0.000
C (-11.55506, 13.69054, 10.95838)  0.000
H (-11.33987, 11.95713, 9.07986)  0.000
H (-12.65580, 11.18137, 9.65836)  0.000
H (-11.43415, 10.30193, 10.04131)  0.000
H (-12.60127, 12.28168, 13.17071)  0.000
H (-13.31413, 11.34332, 11.88527)  0.000
H (-12.20659, 9.43151, 12.29909)  0.000
H (-12.96319, 10.15991, 13.71897)  0.000
H (-10.59130, 9.55816, 14.38826)  0.000
H (-10.68344, 11.29861, 14.45491)  0.000
H (-8.31812, 12.22478, 13.86864)  0.000
H (-8.21336, 10.68345, 14.52052)  0.000
H (-7.23927, 11.08710, 13.14224)  0.000
H (-9.76034, 8.59913, 12.34261)  0.000
H (-9.43450, 9.50473, 10.91571)  0.000
H (-8.21964, 9.23380, 12.20738)  0.000
H (-11.05324, 14.24690, 11.75005)  0.000
H (-12.60133, 13.90820, 10.74380)  0.000
H (-11.05559, 13.96931, 10.03053)  0.000
H (-8.56719, 11.70231, 10.53309)  0.000
C (-6.45659, 19.97309, 5.94464)  0.000
C (-6.32653, 18.47277, 5.35290)  0.000
C (-6.47214, 18.57362, 3.72766)  0.000
C (-5.20800, 18.66732, 2.93366)  0.000
C (-4.12651, 17.73540, 3.49003)  0.000
C (-3.79712, 17.93022, 4.97889)  0.000
N (-5.02023, 17.71768, 5.72726)  0.000
O (-4.91451, 17.76027, 7.06699)  0.000
C (-2.75622, 16.85206, 5.39327)  0.000
C (-3.23115, 19.36459, 5.32070)  0.000
C (-7.63756, 17.73294, 5.87299)  0.000
H (-5.60690, 20.65498, 5.91076)  0.000
H (-6.51521, 19.76861, 7.01368)  0.000
H (-7.45856, 20.35689, 5.75265)  0.000
H (-6.93846, 17.69428, 3.28336)  0.000
H (-7.05875, 19.47589, 3.55475)  0.000
H (-4.98545, 19.73075, 2.84601)  0.000
H (-5.21712, 18.37611, 1.88332)  0.000
H (-3.20331, 17.89497, 2.93295)  0.000
H (-4.53974, 16.74584, 3.29479)  0.000
H (-2.26161, 16.94092, 6.36052)  0.000
H (-3.19872, 15.87156, 5.21747)  0.000
H (-1.90092, 16.82942, 4.71795)  0.000
H (-3.72197, 20.16937, 4.77341)  0.000
H (-3.25261, 19.64396, 6.37408)  0.000
H (-2.19097, 19.37281, 4.99504)  0.000
H (-7.76061, 16.72946, 5.46559)  0.000
H (-8.61391, 18.15672, 5.63793)  0.000
H (-7.68640, 17.67635, 6.96043)  0.000
H (-4.57815, 18.64896, 7.20367)  0.000
C (-13.03323, 15.22512, 3.82540)  -0.031
C (-11.97746, 16.27748, 3.95170)  -0.038
C (-10.53285, 15.63220, 3.77011)  0.000
C (-10.18672, 15.09814, 2.42447)  0.000
C (-10.32569, 16.31810, 1.53662)  0.000
C (-11.74830, 17.07867, 1.48472)  -0.032
N (-12.24398, 17.26443, 2.89817)  -0.489
O (-13.41484, 17.87765, 2.87466)  -0.088
C (-11.50269, 18.43868, 0.70492)  -0.017
C (-12.75271, 16.27911, 0.51681)  -0.039
C (-12.00221, 17.12976, 5.21661)  -0.015
H (-14.08114, 15.51965, 3.88241)  -0.001
H (-13.03832, 14.54861, 4.68004)  -0.005
H (-12.82790, 14.71815, 2.88258)  0.000
H (-9.69595, 16.10778, 4.28149)  0.000
H (-10.64643, 14.74512, 4.39323)  0.000
H (-10.94090, 14.34718, 2.18914)  0.000
H (-9.28702, 14.48815, 2.34346)  0.000
H (-10.28862, 15.90188, 0.52990)  0.000
H (-9.50316, 17.01044, 1.71602)  0.000
H (-12.36116, 19.08256, 0.51375)  0.000
H (-10.64198, 18.96424, 1.11854)  0.000
H (-11.03481, 18.12655, -0.22876)  -0.001
H (-12.39745, 16.50093, -0.48951)  -0.003
H (-12.70819, 15.19541, 0.62506)  -0.001
H (-13.80128, 16.57588, 0.53961)  -0.001
H (-11.61078, 18.13701, 5.35920)  0.000
H (-11.89364, 16.59072, 6.15775)  -0.001
H (-12.99677, 17.57415, 5.25513)  0.000
H (-13.17985, 18.71351, 3.28418)  -0.015

Properties
* E_LUMO (spin up / spin down): -0.241 / -0.210 Ha
* 2S+1: 2
* <S²>: 1.7590
* charge: +1

---

C22H31N7 | wB97M-V/def2-TZVPD

Each line ends with the Löwdin charge.
CARTESIAN COORDINATES (ANGSTROEM)
C (0.03768, 0.45797, -3.02927)  -0.120
C (-0.98539, 0.44083, -2.14827)  -0.007
C (-0.87936, 1.22346, -0.93688)  -0.340
N (-1.69018, 1.38651, 0.03111)  0.110
C (-2.96401, 0.71341, -0.06003)  -0.316
C (-2.95637, -0.75567, 0.42728)  -0.128
N (-3.45325, -0.30454, 1.73849)  -0.105
C (-4.47818, -1.10592, 2.37176)  -0.371
C (-3.92688, -2.47760, 2.74337)  -0.157
C (-4.98104, -3.32910, 3.44553)  -0.203
C (-5.52814, -2.61782, 4.68073)  -0.213
C (-6.07471, -1.23953, 4.31647)  -0.203
C (-5.01548, -0.39790, 3.61024)  -0.156
C (-3.86245, 0.98712, 1.15454)  -0.130
N (0.34312, 1.90913, -0.84727)  0.192
C (1.32281, 1.84595, -1.78217)  -0.349
N (2.44739, 2.61293, -1.55681)  -0.046
C (2.98145, 2.70673, -0.19722)  -0.126
C (3.62851, 1.39340, 0.22221)  -0.095
N (4.53931, 0.98325, -0.82468)  -0.108
N (5.43396, -0.00712, -0.61388)  0.146
C (5.96057, -0.19584, -1.80682)  -0.270
C (5.41372, 0.63727, -2.79025)  -0.130
C (4.48053, 1.39112, -2.12568)  -0.123
C (3.53401, 2.48158, -2.52715)  -0.075
C (6.05484, 0.39842, -4.12281)  -0.122
C (6.76915, -0.96255, -3.88221)  -0.169
C (7.03042, -1.08577, -2.35826)  -0.110
N (1.21206, 1.14297, -2.87115)  0.115
H (-0.02693, -0.11930, -3.94424)  0.108
H (-1.86963, -0.14890, -2.33241)  0.099
H (-3.44148, 0.87611, -1.03024)  0.129
H (-3.68893, -1.37454, -0.11234)  0.118
H (-1.98757, -1.25822, 0.44019)  0.114
H (-5.32306, -1.25337, 1.66534)  0.152
H (-3.55943, -2.98751, 1.84888)  0.108
H (-3.06538, -2.32725, 3.40265)  0.126
H (-5.80600, -3.52837, 2.75230)  0.113
H (-4.56023, -4.29930, 3.71766)  0.107
H (-6.30326, -3.22223, 5.15708)  0.105
H (-4.72181, -2.50109, 5.41328)  0.113
H (-6.94069, -1.36079, 3.65603)  0.113
H (-6.43245, -0.72178, 5.20889)  0.106
H (-4.17226, -0.21177, 4.28386)  0.126
H (-5.42485, 0.57726, 3.33398)  0.108
H (-3.60725, 1.86782, 1.74389)  0.110
H (-4.92852, 1.00586, 0.88663)  0.116
H (0.41007, 2.51761, -0.04670)  0.139
H (3.72420, 3.50579, -0.20459)  0.132
H (2.21743, 2.99936, 0.51937)  0.113
H (4.18654, 1.50951, 1.15065)  0.126
H (2.86802, 0.62182, 0.37396)  0.128
H (3.11496, 2.27575, -3.50665)  0.118
H (4.05230, 3.44321, -2.56407)  0.130
H (5.34877, 0.33992, -4.95209)  0.108
H (6.77670, 1.18319, -4.36647)  0.110
H (6.09416, -1.76418, -4.18683)  0.108
H (7.68086, -1.06125, -4.47035)  0.102
H (8.01899, -0.70126, -2.09242)  0.113
H (6.97263, -2.11478, -2.00620)  0.109

Properties
* SMILES: c1c/c(=N\C2CN(C3CCCCC3)C2)[nH]c(N2CCn3nc4c(c3C2)CCC4)n1
* E_LUMO: 0.025 Ha
* charge: 0

---

C32H28F5N6O2RuS | wB97M-V/def2-TZVPD

Each line ends with the Löwdin spin population.
CARTESIAN COORDINATES (ANGSTROEM)
Ru (0.48726, -0.45492, 0.12316)  0.691
C (0.77739, -3.32402, -1.24080)  0.002
C (-0.65860, -3.64943, -0.86366)  0.000
C (-1.69347, -2.55257, -0.80808)  0.003
C (-2.90688, -2.79439, -1.44026)  -0.001
C (-3.98100, -1.94518, -1.25387)  0.003
C (-3.81499, -0.87227, -0.39599)  0.000
C (-2.57548, -0.66221, 0.16618)  0.008
N (-1.50289, -1.44994, -0.04827)  0.015
N (1.44819, -2.40493, -0.28638)  0.000
C (1.56447, -3.11329, 1.02008)  0.000
C (1.97272, -2.16785, 2.09961)  0.001
C (2.63963, -2.58411, 3.23650)  0.000
C (3.03973, -1.63342, 4.16001)  0.001
C (2.80529, -0.29547, 3.88354)  0.000
C (2.12163, 0.03860, 2.73316)  0.000
N (1.66082, -0.88565, 1.87374)  -0.004
C (2.83482, -2.08764, -0.74771)  0.001
C (2.97832, -0.70293, -1.30916)  0.003
C (3.89178, -0.38913, -2.29424)  -0.001
C (4.07914, 0.94167, -2.64549)  0.004
C (3.35287, 1.92036, -1.98921)  0.000
C (2.42847, 1.53488, -1.03709)  0.005
N (2.23396, 0.25105, -0.71059)  0.002
H (0.84286, -2.88734, -2.23234)  0.000
H (1.34459, -4.26038, -1.28525)  0.000
H (-0.68617, -4.13661, 0.11145)  0.000
H (-1.01145, -4.41440, -1.55382)  0.000
H (-3.00724, -3.67987, -2.05251)  0.000
H (-4.92820, -2.13505, -1.74028)  0.000
H (-4.62532, -0.19596, -0.16381)  0.000
H (-2.41658, 0.18416, 0.81413)  0.003
H (2.28951, -3.92695, 0.92260)  0.000
H (0.61288, -3.55673, 1.29822)  0.000
H (2.85470, -3.63414, 3.38223)  0.000
H (3.55800, -1.92820, 5.06256)  0.000
H (3.14995, 0.48720, 4.54409)  0.000
H (1.93886, 1.07042, 2.47215)  0.001
H (3.19971, -2.85054, -1.43752)  0.000
H (3.48911, -2.11842, 0.12653)  0.000
H (4.46046, -1.17741, -2.76862)  0.000
H (4.79016, 1.20716, -3.41622)  0.000
H (3.48258, 2.96927, -2.21324)  0.000
H (1.81792, 2.25868, -0.51424)  0.002
F (-1.02441, 1.08863, 6.94062)  0.007
C (-0.86116, 1.13458, 5.63419)  0.019
C (-1.01991, -0.00988, 4.87044)  -0.002
F (-1.33339, -1.16186, 5.44960)  -0.002
C (-0.84536, 0.04420, 3.49971)  0.015
F (-1.00819, -1.10496, 2.82604)  0.005
C (-0.49987, 1.21921, 2.84157)  0.014
S (-0.26530, 1.46074, 1.10489)  0.192
C (-0.35031, 2.35637, 3.64106)  0.017
F (-0.01020, 3.51252, 3.07687)  0.005
C (-0.52537, 2.32864, 5.01179)  -0.003
F (-0.36682, 3.42742, 5.72836)  -0.003
O (-4.25270, 4.99095, -0.94197)  0.000
C (-3.55100, 4.99853, -2.15999)  0.000
N (-2.83838, 3.73226, -2.15157)  0.000
C (-2.10308, 3.33489, -3.20376)  0.000
O (-1.96761, 3.98644, -4.21969)  0.000
C (-1.41308, 1.99614, -3.08736)  0.000
C (-1.12780, 1.30359, -4.25476)  0.000
C (-0.44686, 0.10497, -4.15329)  0.000
C (-0.06268, -0.33941, -2.90324)  0.000
N (-0.31681, 0.31947, -1.76476)  -0.005
C (-0.98725, 1.47827, -1.87843)  0.001
H (-4.77325, 5.79653, -0.86538)  0.000
H (-2.83376, 5.82092, -2.22133)  0.000
H (-4.21680, 5.03769, -3.02590)  0.000
H (-3.03135, 3.13354, -1.36587)  0.000
H (-1.42837, 1.72381, -5.20584)  0.000
H (-0.19884, -0.48049, -5.02734)  0.000
H (0.49516, -1.25349, -2.80779)  0.000
H (-1.17475, 2.02771, -0.96814)  0.001

Properties
* E_LUMO (spin up / spin down): -0.204 / -0.272 Ha
* 2S+1: 2
* <S²>: 0.7577
* charge: +2

---

C12H13N2 | wB97M-V/def2-TZVPD

Each line ends with the Löwdin charge.
CARTESIAN COORDINATES (ANGSTROEM)
C (-0.24702, -1.32038, -1.66741)  -0.003
C (-0.35774, -0.09112, -0.74370)  -0.336
C (1.06928, 0.20858, -0.34790)  -0.197
C (1.42859, 0.11617, 0.95336)  -0.041
C (2.75704, 0.38389, 1.39487)  -0.042
C (3.76348, 0.57973, 0.47263)  -0.071
C (3.45297, 0.63738, -0.87859)  -0.051
C (2.12723, 0.47823, -1.31209)  0.004
C (-1.27724, 1.01924, -1.41391)  0.139
C (-2.32002, 1.42469, -0.92151)  0.005
C (-3.07738, 1.18256, 0.26211)  -0.079
C (-2.46897, -0.12044, 0.80206)  -0.313
N (-3.02493, -0.95643, 1.62584)  0.227
N (-1.27870, -0.41512, 0.40858)  0.144
H (0.59460, -1.91690, -1.32055)  0.105
H (0.13217, -1.05533, -2.57732)  0.056
H (-1.21904, -1.85116, -1.79162)  0.118
H (0.66682, -0.10793, 1.73548)  0.118
H (3.12164, 0.48027, 2.39772)  0.106
H (4.72663, 0.52447, 0.83011)  0.089
H (4.19339, 0.96875, -1.54955)  0.099
H (1.91773, 0.60049, -2.40496)  0.132
H (-3.02486, 1.93914, 1.12770)  0.171
H (-4.16351, 0.93803, 0.04920)  0.151
H (-3.88115, -0.63064, 2.14852)  0.182
H (-2.47312, -1.64007, 2.08556)  0.132
H (-1.13791, -1.37609, 0.63538)  0.154

Properties
* SMILES: C[C@@]1(c2ccccc2)C#CCC(=[NH2+])N1
* E_LUMO: -0.148 Ha
* charge: +1